(1)
{"formula": "C36H108O18", "method": "ωB97M-V/def2-TZVPD", "species": ["C", "C", "O", "H", "H", "H", "H", "H", "H", "C", "C", "O", "H", "H", "H", "H", "H", "H", "C", "C", "O", "H", "H", "H", "H", "H", "H", "C", "C", "O", "H", "H", "H", "H", "H", "H", "C", "C", "O", "H", "H", "H", "H", "H", "H", "C", "C", "O", "H", "H", "H", "H", "H", "H", "C", "C", "O", "H", "H", "H", "H", "H", "H", "C", "C", "O", "H", "H", "H", "H", "H", "H", "C", "C", "O", "H", "H", "H", "H", "H", "H", "C", "C", "O", "H", "H", "H", "H", "H", "H", "C", "C", "O", "H", "H", "H", "H", "H", "H", "C", "C", "O", "H", "H", "H", "H", "H", "H", "C", "C", "O", "H", "H", "H", "H", "H", "H", "C", "C", "O", "H", "H", "H", "H", "H", "H", "C", "C", "O", "H", "H", "H", "H", "H", "H", "C", "C", "O", "H", "H", "H", "H", "H", "H", "C", "C", "O", "H", "H", "H", "H", "H", "H", "C", "C", "O", "H", "H", "H", "H", "H", "H"], "xyz": [[3.370, -2.227, 0.319], [2.951, -2.938, 1.639], [1.645, -2.516, 1.800], [2.921, -2.708, -0.550], [4.458, -2.220, 0.372], [2.906, -1.240, 0.344], [3.556, -2.772, 2.530], [2.937, -3.976, 1.307], [1.174, -2.346, 0.981], [-5.016, 1.379, -1.749], [-4.137, 0.314, -2.417], [-3.153, 1.005, -3.135], [-4.326, 2.028, -1.211], [-5.751, 0.871, -1.125], [-5.569, 1.967, -2.482], [-4.868, -0.229, -3.016], [-3.764, -0.408, -1.691], [-2.497, 0.376, -3.444], [-2.921, 4.554, -0.948], [-2.151, 5.175, 0.244], [-2.231, 4.380, 1.449], [-2.810, 5.102, -1.883], [-3.980, 4.334, -0.820], [-2.367, 3.652, -1.211], [-2.596, 6.139, 0.490], [-1.102, 5.305, -0.022], [-1.611, 4.697, 2.110], [0.016, 5.026, 5.719], [-1.061, 4.664, 4.680], [-0.915, 5.653, 3.686], [0.001, 4.336, 6.563], [-0.044, 6.055, 6.073], [0.983, 4.905, 5.232], [-2.058, 4.927, 5.033], [-1.007, 3.688, 4.199], [-1.163, 6.460, 4.142], [-6.093, 4.929, 1.235], [-5.615, 3.673, 2.055], [-4.443, 4.147, 2.731], [-6.686, 4.616, 0.376], [-5.201, 5.383, 0.803], [-6.680, 5.626, 1.833], [-5.532, 2.761, 1.465], [-6.369, 3.455, 2.812], [-3.708, 4.105, 2.115], [5.049, 1.756, -1.351], [4.970, 1.725, -2.924], [4.596, 2.911, -3.507], [4.078, 1.903, -0.878], [5.708, 2.542, -0.984], [5.406, 0.786, -1.004], [4.401, 0.866, -3.278], [5.980, 1.560, -3.301], [4.120, 2.652, -4.300], [-2.646, -5.155, -4.400], [-2.641, -4.605, -2.918], [-1.481, -3.843, -2.720], [-1.869, -5.889, -4.614], [-2.521, -4.377, -5.153], [-3.572, -5.683, -4.630], [-2.584, -5.363, -2.136], [-3.553, -4.025, -2.782], [-1.030, -4.193, -1.949], [1.027, 3.294, -4.177], [1.438, 2.702, -5.571], [2.570, 1.844, -5.376], [1.672, 4.131, -3.911], [1.093, 2.517, -3.415], [-0.005, 3.633, -4.264], [1.728, 3.552, -6.188], [0.602, 2.136, -5.981], [2.717, 1.436, -6.233], [2.169, -0.763, -3.239], [3.026, -1.416, -4.245], [3.743, -2.512, -3.652], [2.563, -0.919, -2.235], [1.239, -1.315, -3.375], [1.858, 0.279, -3.311], [3.748, -0.683, -4.607], [2.570, -1.644, -5.208], [3.169, -3.279, -3.722], [0.970, -3.535, 6.806], [1.021, -2.749, 5.494], [2.003, -3.374, 4.687], [0.374, -4.436, 6.662], [0.393, -2.924, 7.501], [1.989, -3.662, 7.170], [1.284, -1.705, 5.663], [0.182, -2.691, 4.800], [1.813, -3.223, 3.758], [3.709, -0.057, 3.403], [4.341, 0.651, 4.556], [3.374, 1.596, 4.957], [3.287, 0.665, 2.704], [2.922, -0.770, 3.649], [4.472, -0.565, 2.813], [5.253, 1.082, 4.144], [4.477, -0.052, 5.377], [3.058, 2.037, 4.165], [-0.472, 1.405, 5.491], [-0.271, 0.478, 6.612], [-0.809, 0.910, 7.797], [-0.115, 1.046, 4.526], [0.029, 2.341, 5.741], [-1.535, 1.556, 5.301], [0.810, 0.367, 6.698], [-0.704, -0.507, 6.440], [-0.915, 0.168, 8.396], [3.786, -4.998, -6.022], [2.319, -4.894, -5.690], [2.221, -5.123, -4.266], [3.857, -4.668, -7.058], [4.064, -6.044, -5.898], [4.434, -4.379, -5.401], [1.631, -5.585, -6.177], [1.905, -3.901, -5.867], [2.019, -6.058, -4.353], [1.594, 3.457, 2.068], [2.884, 4.257, 2.183], [3.961, 3.392, 2.595], [1.202, 3.026, 2.989], [1.706, 2.630, 1.366], [0.860, 4.193, 1.742], [2.727, 5.189, 2.725], [3.156, 4.469, 1.149], [4.727, 3.970, 2.608], [-1.723, -0.369, -6.215], [-1.483, -1.435, -5.168], [-1.179, -0.842, -3.895], [-0.903, 0.349, -6.175], [-2.602, 0.228, -5.970], [-1.739, -0.759, -7.233], [-0.669, -2.126, -5.386], [-2.386, -2.016, -4.981], [-0.799, -1.527, -3.338], [0.408, -5.188, -0.002], [-0.807, -4.960, 0.848], [-1.819, -4.205, 0.222], [1.045, -5.951, 0.445], [0.913, -4.229, -0.123], [0.164, -5.548, -1.002], [-0.577, -4.580, 1.844], [-1.366, -5.893, 0.923], [-2.511, -4.059, 0.870], [0.215, 0.456, 0.291], [-0.602, -0.562, -0.567], [0.134, -1.748, -0.820], [0.421, 0.009, 1.263], [-0.312, 1.396, 0.455], [1.195, 0.769, -0.070], [-0.995, 0.033, -1.391], [-1.481, -0.933, -0.040], [-0.472, -2.339, -1.274], [-4.212, -0.686, 1.512], [-4.590, -2.221, 1.602], [-3.605, -2.921, 2.343], [-4.904, -0.055, 0.954], [-3.167, -0.492, 1.270], [-4.181, -0.439, 2.573], [-4.598, -2.696, 0.621], [-5.611, -2.358, 1.958], [-4.029, -3.754, 2.560]], "lowdin_charge": [-0.0650, -0.3152, -0.1141, 0.0641, 0.0794, 0.0622, 0.1037, 0.1004, 0.0405, -0.0863, -0.3366, -0.0725, 0.0518, 0.0642, 0.0777, 0.1028, 0.0983, 0.0212, -0.0666, -0.2489, -0.1111, 0.0759, 0.0538, 0.0645, 0.1080, 0.1081, 0.0403, -0.0671, -0.2915, -0.1160, 0.0672, 0.0766, 0.0717, 0.1209, 0.0946, 0.0936, -0.0757, -0.2744, -0.1121, 0.0583, 0.0461, 0.0680, 0.0890, 0.0971, 0.0000, -0.0560, -0.3287, -0.0700, 0.0522, 0.0646, 0.0635, 0.0801, 0.1038, 0.0448, -0.0625, -0.2770, -0.0978, 0.0612, 0.0513, 0.0643, 0.1061, 0.1064, 0.0298, -0.0587, -0.2621, -0.1028, 0.0707, 0.0603, 0.0692, 0.1077, 0.0904, 0.0917, -0.0776, -0.3219, -0.0613, 0.0727, 0.0537, 0.0685, 0.0886, 0.1052, 0.0366, -0.0638, -0.3205, -0.0992, 0.0726, 0.0578, 0.0820, 0.0811, 0.1153, 0.0242, -0.0939, -0.3061, -0.0925, 0.0692, 0.0660, 0.0759, 0.1074, 0.1188, 0.0289, -0.0832, -0.3892, -0.0454, 0.0817, 0.0578, 0.0866, 0.1077, 0.1086, 0.0882, -0.0764, -0.3064, -0.1012, 0.0776, 0.0784, 0.0744, 0.1135, 0.0935, 0.0770, -0.0678, -0.2791, -0.0840, 0.0643, 0.0582, 0.0687, 0.1133, 0.1086, 0.0874, -0.0577, -0.2783, -0.1144, 0.0564, 0.0774, 0.0799, 0.1119, 0.1004, 0.0425, -0.0600, -0.3022, -0.0878, 0.0927, 0.0551, 0.0746, 0.1191, 0.1119, 0.0521, -0.0555, -0.2605, -0.0833, 0.0643, 0.0672, 0.0591, 0.0967, 0.0938, 0.0461, -0.0441, -0.2907, -0.0860, 0.0553, 0.0523, 0.0708, 0.0939, 0.1089, 0.0883], "gap_ev": 9.57, "e_homo_ev": -9.24, "energy_ev": -75931.156, "spin_multiplicity": 1, "total_charge": 0}

(2)
{"formula": "C27H33ClN4O5Re", "method": "ωB97M-V/def2-TZVPD", "species": ["Re", "C", "C", "O", "C", "C", "C", "N", "N", "C", "O", "C", "C", "C", "C", "C", "C", "H", "H", "H", "H", "H", "H", "H", "H", "H", "H", "H", "H", "C", "C", "N", "C", "C", "N", "C", "C", "H", "H", "H", "H", "H", "H", "H", "H", "H", "H", "H", "H", "H", "C", "C", "C", "C", "Cl", "C", "C", "C", "O", "C", "C", "O", "O", "H", "H", "H", "H", "H", "H", "H", "H"], "xyz": [[-1.250, 0.030, 0.940], [-2.716, 0.472, 4.921], [-2.184, -0.193, 3.706], [-2.281, 0.438, 2.604], [-1.616, -1.489, 3.792], [-1.369, -2.298, 2.722], [-1.042, -3.743, 2.888], [-1.515, -1.815, 1.428], [-1.957, -2.750, 0.527], [-2.439, -2.105, -0.491], [-2.372, -0.782, -0.460], [-3.000, -2.760, -1.674], [-3.653, -2.000, -2.644], [-4.185, -2.623, -3.761], [-4.063, -3.998, -3.913], [-3.413, -4.756, -2.947], [-2.881, -4.143, -1.826], [-1.857, 0.836, 5.494], [-3.348, 1.313, 4.653], [-3.259, -0.231, 5.551], [-1.526, -1.919, 4.779], [-0.808, -3.958, 3.926], [-1.887, -4.353, 2.571], [-0.197, -4.018, 2.255], [-3.775, -0.934, -2.505], [-4.709, -2.040, -4.507], [-4.485, -4.483, -4.783], [-3.329, -5.827, -3.065], [-2.384, -4.726, -1.062], [0.490, 0.236, -3.333], [-0.414, 0.482, -2.109], [0.240, 0.008, -0.856], [1.445, 0.857, -0.641], [2.367, 0.842, -1.873], [1.841, -0.178, -2.838], [1.751, -1.508, -2.159], [0.693, -1.398, -1.043], [0.618, 1.132, -3.936], [0.116, -0.565, -3.968], [-1.357, -0.039, -2.235], [-0.623, 1.544, -1.985], [1.972, 0.501, 0.240], [1.117, 1.869, -0.435], [3.389, 0.569, -1.620], [2.384, 1.802, -2.386], [2.482, -0.250, -3.628], [2.742, -1.743, -1.775], [1.478, -2.249, -2.907], [1.106, -1.747, -0.099], [-0.168, -2.014, -1.285], [1.868, 5.130, -0.556], [2.721, 4.022, -0.012], [3.843, 3.565, -0.685], [4.604, 2.519, -0.170], [5.928, 1.897, -1.106], [4.301, 1.963, 1.056], [3.183, 2.416, 1.752], [2.382, 3.405, 1.201], [1.207, 3.836, 1.748], [0.781, 3.229, 2.937], [0.357, 1.775, 2.795], [0.325, 1.022, 3.728], [-0.041, 1.410, 1.560], [2.271, 5.507, -1.494], [1.807, 5.959, 0.149], [0.841, 4.794, -0.721], [4.130, 4.021, -1.625], [4.931, 1.190, 1.476], [2.962, 1.975, 2.715], [-0.095, 3.788, 3.271], [1.529, 3.281, 3.731]], "lowdin_charge": [1.7120, 0.0305, -0.3719, -0.1253, 0.0370, -0.2400, -0.0016, -0.1620, 0.1240, -0.4061, -0.2116, -0.1686, -0.0261, -0.0546, -0.0482, -0.0510, -0.0177, 0.1141, 0.1049, 0.1076, 0.1417, 0.0966, 0.1024, 0.0948, 0.1155, 0.1151, 0.1178, 0.1165, 0.1158, -0.0334, -0.1021, -0.2379, -0.1315, -0.0471, -0.0751, -0.0339, -0.1102, 0.1471, 0.1457, 0.1045, 0.1435, 0.1275, 0.1123, 0.1154, 0.1430, 0.2022, 0.1473, 0.1466, 0.1350, 0.1124, -0.0111, -0.2016, -0.0709, -0.6875, 0.7013, -0.0929, -0.0068, -0.2456, -0.0164, -0.0755, -0.5159, 0.1280, -0.2263, 0.0874, 0.1001, 0.0856, 0.1231, 0.1184, 0.1234, 0.1596, 0.1505], "gap_ev": [6.43, 6.56], "e_homo_ev": [-13.43, -13.43], "energy_ev": -59370.716, "spin_multiplicity": 2, "total_charge": 2}

(3)
{"formula": "C30H50BeBrN3P2S", "method": "ωB97M-V/def2-TZVPD", "species": ["C", "C", "C", "C", "N", "C", "C", "C", "C", "C", "C", "C", "C", "C", "Be", "P", "H", "H", "H", "H", "H", "H", "H", "H", "C", "C", "H", "H", "H", "H", "H", "C", "C", "H", "H", "H", "H", "H", "C", "C", "H", "H", "H", "H", "H", "Br", "P", "C", "C", "H", "H", "H", "H", "H", "C", "C", "H", "H", "H", "H", "H", "C", "C", "H", "H", "H", "H", "H", "C", "C", "N", "C", "S", "N", "C", "C", "H", "H", "H", "H", "H", "H", "H", "H", "H", "H", "H", "H"], "xyz": [[-0.842, 6.780, -3.934], [-1.158, 5.420, -4.152], [-1.321, 5.001, -5.501], [-1.087, 5.921, -6.533], [-0.731, 7.173, -6.277], [-0.631, 7.617, -5.033], [-1.232, 4.491, -3.045], [-1.469, 3.676, -2.143], [-1.678, 2.488, -1.439], [-0.459, 1.724, -1.417], [-0.492, 0.339, -1.106], [-1.720, -0.288, -0.644], [-2.849, 0.603, -0.473], [-2.825, 1.918, -0.891], [0.725, 2.072, -0.199], [2.159, -0.415, 0.785], [-1.556, 3.977, -5.787], [-0.700, 7.196, -2.944], [-1.175, 5.641, -7.589], [-0.360, 8.666, -4.905], [-3.727, 2.517, -0.835], [0.395, 2.150, -2.031], [-3.765, 0.213, -0.037], [0.076, -0.311, -1.797], [2.035, -1.810, 2.057], [2.684, -3.197, 1.925], [0.943, -1.943, 2.132], [2.376, -1.351, 2.996], [2.278, -3.835, 2.728], [2.452, -3.698, 0.976], [3.774, -3.192, 2.071], [2.711, -1.413, -0.662], [3.230, -0.618, -1.859], [1.839, -2.005, -0.971], [3.442, -2.142, -0.303], [4.042, -1.183, -2.340], [2.435, -0.537, -2.610], [3.607, 0.386, -1.608], [3.812, 0.226, 1.340], [5.001, -0.746, 1.333], [3.636, 0.624, 2.356], [4.020, 1.072, 0.663], [5.880, -0.154, 1.628], [4.888, -1.553, 2.074], [5.203, -1.155, 0.328], [-1.537, -1.810, 1.319], [-1.890, -1.701, -1.827], [-0.340, -2.716, -1.748], [-0.248, -4.230, -1.893], [0.084, -2.487, -0.754], [0.324, -2.282, -2.510], [0.816, -4.454, -1.762], [-0.798, -4.749, -1.107], [-0.520, -4.638, -2.871], [-3.273, -2.481, -0.904], [-4.369, -3.312, -1.527], [-3.840, -1.712, -0.347], [-2.752, -3.100, -0.140], [-4.999, -3.556, -0.660], [-4.968, -2.697, -2.209], [-4.074, -4.264, -1.990], [-2.310, -1.011, -3.461], [-3.118, -1.751, -4.537], [-1.360, -0.806, -3.968], [-2.770, -0.013, -3.378], [-3.544, -0.977, -5.188], [-2.467, -2.352, -5.184], [-3.949, -2.351, -4.161], [-1.491, -1.523, 5.620], [-0.372, -1.341, 4.620], [-0.548, -0.071, 3.823], [0.500, 0.751, 3.564], [0.538, 1.738, 2.096], [1.465, 0.866, 4.552], [1.049, 1.161, 5.970], [2.264, 1.484, 6.838], [-1.672, -0.601, 6.178], [-1.216, -2.329, 6.306], [-2.412, -1.821, 5.111], [0.624, -1.356, 5.089], [-0.405, -2.176, 3.904], [-1.095, -0.231, 2.957], [2.263, 1.461, 4.297], [0.378, 2.038, 5.953], [0.490, 0.315, 6.391], [2.675, 2.461, 6.562], [1.954, 1.560, 7.886], [3.043, 0.716, 6.762]], "lowdin_charge": [-0.0050, -0.2145, -0.0041, -0.1180, 0.0700, -0.1144, 0.1081, 0.0403, -0.1999, -0.2272, -0.1907, -0.5036, -0.0352, 0.0282, 0.5139, 0.9108, 0.1110, 0.1154, 0.1209, 0.1206, 0.1438, 0.1676, 0.1210, 0.0829, -0.3933, -0.1161, -0.0382, 0.0705, 0.0877, 0.0692, 0.0649, -0.4384, -0.1327, 0.0297, 0.0636, 0.0888, 0.0576, 0.0639, -0.4148, -0.1195, 0.0624, 0.0667, 0.0863, 0.0642, 0.0769, 0.5473, 1.0480, -0.3493, -0.0907, 0.0267, 0.0865, 0.0871, 0.0841, 0.0859, -0.4280, -0.1255, 0.0644, -0.0111, 0.0914, 0.0704, 0.0870, -0.2955, -0.1010, 0.0961, 0.1014, 0.0907, 0.0868, 0.0612, -0.0757, -0.2545, 0.0125, -0.7041, 0.6199, 0.0043, -0.2094, -0.0739, 0.0783, 0.0901, 0.0811, 0.1137, 0.0678, -0.0166, 0.1241, 0.1325, 0.0981, 0.0816, 0.0902, 0.0852], "gap_ev": [5.19, 5.19], "e_homo_ev": [-12.91, -12.91], "energy_ev": -136228.034, "spin_multiplicity": 1, "total_charge": 2}

(4)
{"formula": "C2H4N6", "method": "ωB97M-V/def2-TZVPD", "species": ["C", "C", "H", "H", "H", "H", "N", "N", "N", "N", "N", "N"], "xyz": [[0.111, 0.142, -0.667], [0.250, 0.229, 1.568], [1.036, 0.951, -2.128], [0.063, -0.370, -3.033], [0.861, 1.653, 2.760], [-1.519, -1.044, -1.401], [0.407, 0.374, -1.944], [0.731, 0.730, 0.282], [0.600, 0.643, 2.728], [-0.517, -1.023, 1.712], [-1.190, -1.509, 0.657], [-0.833, -0.776, -0.533]], "lowdin_charge": [-0.5980, -0.4558, -0.0329, 0.2995, 0.0608, 0.2042, 0.1362, 0.1556, 0.1019, 0.0644, 0.0654, -0.0012], "gap_ev": 8.69, "e_homo_ev": -9.03, "energy_ev": -11074.408, "spin_multiplicity": 1, "total_charge": 0}